Record 1
Formula: C29H37N6RhSSi
Source: the Open Molecules 2025 dataset
Level of theory: ωB97M-V/def2-TZVPD

Computed properties:
LUMO (spin up / spin down) = -7.045 / -7.171 eV
Energy above the lowest of the compared OMol25 structures with the same formula, charge and spin = 47.0 kJ/mol
Net charge = +2
Gap between HOMO and LUMO (spin up / spin down) = 5.41 / 5.19 eV
Highest occupied orbital energy (spin up / spin down) = -12.45 / -12.36 eV

Last column: Löwdin charge in e.
Cartesian coordinates (Å):
Rh (0.44, -0.10, 0.46)  0.98
C (3.20, 1.24, -1.34)  0.00
C (3.46, 0.83, 0.07)  -0.27
C (4.75, 1.03, 0.57)  0.02
C (5.07, 0.70, 1.87)  0.01
C (4.07, 0.17, 2.67)  0.03
C (2.81, -0.01, 2.14)  -0.21
N (2.50, 0.31, 0.85)  0.01
C (1.72, -0.58, 2.96)  -0.21
C (1.81, -0.92, 4.30)  0.04
C (0.69, -1.45, 4.93)  0.01
C (-0.48, -1.66, 4.22)  0.04
C (-0.50, -1.33, 2.88)  -0.19
N (0.57, -0.78, 2.31)  -0.07
C (-1.63, -1.54, 1.96)  -0.18
C (-2.65, -2.40, 2.32)  0.02
C (-3.69, -2.62, 1.44)  0.00
C (-3.68, -1.93, 0.25)  0.01
C (-2.63, -1.07, -0.07)  -0.27
C (-2.77, -0.34, -1.37)  -0.01
N (-1.58, -0.90, 0.75)  0.08
H (4.11, 1.10, -1.93)  0.10
H (2.95, 2.30, -1.38)  0.11
H (2.39, 0.67, -1.78)  0.03
H (5.49, 1.45, -0.09)  0.13
H (6.07, 0.84, 2.25)  0.13
H (4.27, -0.12, 3.69)  0.12
H (2.72, -0.76, 4.86)  0.12
H (0.74, -1.70, 5.98)  0.13
H (-1.35, -2.08, 4.71)  0.12
H (-2.60, -2.91, 3.27)  0.12
H (-4.49, -3.31, 1.68)  0.13
H (-4.49, -2.04, -0.46)  0.14
H (-3.76, 0.12, -1.40)  0.10
H (-2.71, -1.04, -2.20)  0.11
H (-2.02, 0.41, -1.53)  0.04
C (-3.10, 3.19, -0.44)  -0.03
N (-1.90, 2.57, 0.13)  0.00
C (-1.40, 2.61, 1.35)  -0.69
S (0.16, 1.90, 1.68)  0.82
N (-1.95, 3.23, 2.38)  -0.01
C (-3.15, 4.07, 2.47)  -0.03
H (-2.99, 3.15, -1.52)  0.09
H (-3.18, 4.23, -0.14)  0.09
H (-4.00, 2.65, -0.16)  0.09
H (-1.28, 2.13, -0.55)  0.05
H (-1.40, 3.16, 3.23)  0.12
H (-3.95, 3.66, 1.87)  0.08
H (-2.94, 5.09, 2.17)  0.10
H (-3.47, 4.06, 3.51)  0.10
C (-0.05, -3.51, -1.74)  -0.16
Si (1.34, -2.25, -1.80)  0.40
C (2.28, -2.33, -3.41)  -0.15
C (2.53, -2.62, -0.39)  -0.17
N (0.64, -0.65, -1.52)  -0.20
C (0.11, 0.15, -2.52)  -0.42
C (-0.37, -0.35, -3.74)  -0.05
C (-0.93, 0.49, -4.68)  -0.05
C (-1.03, 1.87, -4.44)  -0.07
C (-0.53, 2.39, -3.26)  -0.08
C (0.04, 1.55, -2.32)  -0.12
H (0.35, -4.52, -1.82)  0.04
H (-0.76, -3.37, -2.56)  0.03
H (-0.60, -3.45, -0.80)  0.02
H (2.99, -3.17, -3.35)  0.04
H (2.87, -1.43, -3.60)  0.04
H (1.65, -2.51, -4.28)  0.03
H (2.80, -3.68, -0.46)  0.05
H (2.12, -2.46, 0.61)  0.00
H (3.46, -2.04, -0.48)  0.03
H (-0.34, -1.41, -3.93)  0.09
H (-1.31, 0.08, -5.61)  0.12
H (-1.46, 2.52, -5.19)  0.11
H (-0.55, 3.46, -3.08)  0.11
H (0.51, 1.96, -1.43)  0.07


Record 2
Formula: C3BeO4
Source: the Open Molecules 2025 dataset
Level of theory: ωB97M-V/def2-TZVPD

Computed properties:
Spin multiplicity = 2
LUMO (spin up / spin down) = 3.369 / 3.083 eV
⟨S²⟩ = 0.753
Net charge = -1
Gap between HOMO and LUMO (spin up / spin down) = 5.85 / 5.81 eV
Highest occupied orbital energy (spin up / spin down) = -2.48 / -2.73 eV

Last column: natural (NBO) charge in e.
Cartesian coordinates (Å):
C (-0.78, 1.91, -0.60)  0.30
C (0.15, 2.55, -1.15)  -0.34
O (1.34, 2.94, -1.61)  -0.96
O (1.67, 2.53, 0.72)  -0.67
Be (0.92, 3.93, -0.36)  0.85
O (3.19, 1.24, -0.53)  -0.47
C (2.34, 1.71, 0.10)  1.09
O (-1.05, 0.81, 0.10)  -0.79


Number 1: E -2253.6449 hartree. Number 2: E -429.9348 hartree.